Entry 1:
{
  "formula": "C10H20N2O3S",
  "method": "ωB97M-V/def2-TZVPD",
  "symbols": ["N", "C", "O", "C", "C", "H", "H", "S", "O", "O", "C", "H", "H", "C", "N", "C", "C", "C", "C", "C", "H", "H", "H", "H", "H", "H", "H", "H", "H", "H", "H", "H", "H", "H", "H", "H"],
  "coordinates": [[-2.1471, -2.6077, -0.8484], [-2.0393, -1.8006, 0.2272], [-1.0281, -1.7290, 0.8949], [-3.3163, -1.0693, 0.6306], [-2.9462, 0.3201, 1.1082], [-2.1762, 0.2724, 1.8732], [-3.8009, 0.8964, 1.4473], [-2.2496, 1.2241, -0.3334], [-3.2363, 2.1822, -0.7616], [-1.8451, 0.2467, -1.3142], [-0.8134, 2.1493, 0.2927], [-0.4980, 2.7980, -0.5210], [-1.2256, 2.7556, 1.0941], [0.3354, 1.2467, 0.7405], [1.4576, 1.3749, -0.1737], [2.7623, 1.2373, 0.4440], [3.1193, -0.2072, 0.8102], [3.0603, -1.0711, -0.4462], [1.6787, -0.9434, -1.0824], [1.3534, 0.5304, -1.3537], [0.3423, 0.6160, -1.7527], [2.0557, 0.9275, -2.0943], [0.9300, -1.3632, -0.4089], [1.6381, -1.4969, -2.0223], [3.2694, -2.1143, -0.1994], [3.8223, -0.7323, -1.1538], [2.4058, -0.5855, 1.5451], [4.1167, -0.2389, 1.2530], [2.7998, 1.8800, 1.3276], [3.4965, 1.6143, -0.2760], [0.6694, 1.5593, 1.7330], [-0.0292, 0.2141, 0.8194], [-3.7899, -1.6349, 1.4376], [-4.0043, -1.0032, -0.2113], [-1.2891, -2.9992, -1.2061], [-2.8785, -2.4485, -1.5193]],
  "forces_ev_per_a": [[0.0, -0.4, -0.3], [-0.5, -0.4, 0.1], [0.2, 0.0, 0.3], [0.3, 0.0, -0.1], [0.4, 0.2, -0.5], [0.0, 0.0, 0.1], [0.0, 0.1, 0.0], [-0.3, 0.8, 0.2], [-0.1, 0.2, 0.2], [0.3, -0.2, 0.1], [-0.6, -0.7, -0.1], [-0.1, 0.0, -0.1], [-0.1, 0.1, 0.1], [0.1, -0.1, -0.1], [0.1, 0.2, 0.0], [0.1, -0.1, 0.3], [0.1, 0.2, -0.2], [-0.2, -0.1, 0.2], [0.1, 0.2, -0.1], [-0.1, -0.2, -0.1], [0.1, 0.0, -0.1], [0.0, 0.0, -0.1], [-0.1, -0.1, 0.0], [-0.1, 0.0, 0.0], [0.1, 0.0, -0.1], [0.1, 0.0, 0.0], [0.0, 0.0, 0.1], [0.0, 0.0, 0.1], [0.0, 0.0, -0.1], [0.1, 0.0, 0.1], [-0.1, 0.0, 0.0], [0.1, 0.1, 0.2], [0.0, 0.1, -0.1], [-0.1, -0.1, 0.0], [0.0, 0.0, 0.1], [0.0, 0.1, 0.0]],
  "homo_lumo_gap_ev": 8.818,
  "smiles": "NC(=O)CCS(=O)(=O)CCN1CCCCC1",
  "e_lumo_ev": 0.7,
  "homo_ha": -0.29897
}

=====

Entry 2:
{
  "formula": "C10H20N2O4",
  "method": "ωB97M-V/def2-TZVPD",
  "symbols": ["C", "C", "C", "C", "C", "C", "C", "C", "C", "C", "H", "H", "H", "H", "H", "H", "H", "H", "H", "H", "H", "H", "H", "H", "H", "H", "H", "H", "H", "H", "N", "N", "O", "O", "O", "O"],
  "coordinates": [[-1.3603, -0.7630, 0.5260], [-0.0545, -0.0996, 0.8147], [-2.2843, 0.3438, -0.0001], [-1.6132, 1.2847, -0.9675], [-3.6061, -0.2960, -0.4517], [-4.7814, 0.6177, -0.7664], [2.3294, 0.0519, 0.3177], [2.6658, 1.5748, 0.2479], [3.3291, -0.7018, -0.5946], [4.7687, -0.6222, -0.0443], [-1.7036, -0.9340, 2.5230], [-1.4658, -2.2997, 1.7953], [-1.1248, -1.4253, -0.3037], [-2.5505, 0.9633, 0.8755], [-1.2633, 0.7606, -1.8762], [-2.3089, 2.0736, -1.2626], [-0.7418, 1.7714, -0.5116], [-3.9460, -0.9346, 0.3763], [-3.4022, -0.9815, -1.2995], [-4.5774, 1.2765, -1.6213], [-5.0208, 1.2472, 0.0825], [-5.6897, 0.0432, -1.0057], [0.9529, -1.1119, -0.7074], [2.5731, -0.2049, 1.3652], [3.3276, -0.2730, -1.5750], [3.5243, -2.5547, -1.2017], [5.0926, 0.3597, 0.3007], [5.4780, -0.9982, -0.7921], [4.7993, -1.3050, 0.8272], [1.1219, 1.9101, 1.4286], [-1.8685, -1.4274, 1.7030], [0.9862, -0.3090, -0.0469], [0.0524, 0.5821, 1.8781], [3.5425, 2.0475, -0.4185], [2.9359, -2.0490, -0.6251], [1.8833, 2.3823, 1.0101]],
  "forces_ev_per_a": [[0.5, 0.9, -0.5], [1.2, 0.6, 2.2], [-1.3, 0.2, 1.0], [0.2, 0.0, -0.7], [-0.1, -0.8, -0.1], [0.1, 0.2, -0.6], [1.8, 0.4, 0.0], [-1.4, 0.6, 0.2], [1.1, 0.7, 1.2], [-0.3, -0.6, 0.6], [0.4, 1.4, 1.5], [0.9, -2.2, 0.3], [-0.6, -0.7, 0.0], [0.2, -0.2, 0.0], [-0.2, 0.2, 0.2], [0.1, -0.1, -0.1], [-0.2, 0.0, -0.2], [0.3, 0.0, -0.2], [-0.1, 0.3, 0.2], [-0.1, -0.1, 0.2], [0.0, 0.2, 0.2], [0.4, 0.1, 0.1], [-0.2, 1.0, 0.8], [-0.4, -0.2, -0.2], [-0.3, 0.4, -0.8], [-0.1, 0.2, 0.1], [-0.2, 0.0, -0.3], [-0.1, 0.1, 0.1], [0.1, 0.2, -0.4], [0.4, -0.3, 0.0], [-1.4, 0.3, -2.1], [-0.7, -0.4, 0.2], [0.3, -0.9, -2.3], [0.0, -0.3, 0.1], [-0.6, -0.8, -0.2], [0.3, -0.4, -0.5]],
  "homo_lumo_gap_ev": 10.064,
  "smiles": "CC[C@H](C)[C@H](N)C(=O)N[C@H](C(=O)O)[C@@H](C)O",
  "e_lumo_ev": 0.4,
  "homo_ha": -0.35502
}

=====

Entry 3:
{
  "formula": "C10H20N2O4S2",
  "method": "ωB97M-V/def2-TZVPD",
  "symbols": ["C", "H", "H", "C", "C", "H", "H", "S", "O", "O", "C", "C", "N", "H", "C", "H", "H", "C", "N", "H", "H", "H", "S", "O", "O", "C", "C", "C", "H", "H", "H", "H", "H", "H", "H", "H", "H", "H"],
  "coordinates": [[-2.7572, -0.3872, -2.0101], [-1.6917, -0.5747, -1.9097], [-3.2930, -1.3314, -1.9246], [-3.2296, 0.6017, -0.9499], [-3.0532, 0.0678, 0.4589], [-3.1424, -1.0144, 0.5138], [-3.7441, 0.5255, 1.1631], [-1.4252, 0.4633, 1.1766], [-1.3890, 1.8603, 1.5160], [-1.2561, -0.4688, 2.2820], [-0.1356, 0.1606, 0.0373], [0.4138, -1.0837, -0.0674], [1.5064, -1.4084, -0.7889], [1.8474, -0.7523, -1.4819], [1.7097, -2.8401, -0.8050], [2.7677, -3.0818, -0.6891], [1.3461, -3.2839, -1.7401], [0.8617, -3.2925, 0.3965], [-0.0805, -2.1968, 0.5419], [-0.5884, -2.0426, 1.4070], [0.3303, -4.2264, 0.2069], [1.4783, -3.4125, 1.2953], [0.4631, 1.5567, -0.8470], [-0.6515, 2.2149, -1.4737], [1.4942, 1.0719, -1.7514], [1.2116, 2.7414, 0.3067], [2.5979, 2.3214, 0.7489], [2.5776, 1.1454, 1.7190], [2.2776, 0.2344, 1.2109], [3.5677, 0.9920, 2.1431], [1.8774, 1.3317, 2.5302], [3.0829, 3.1758, 1.2281], [3.1762, 2.0571, -0.1391], [1.2296, 3.6694, -0.2603], [0.5011, 2.8251, 1.1242], [-2.6625, 1.5286, -1.0491], [-4.2847, 0.8290, -1.1188], [-2.9334, 0.0234, -3.0004]],
  "forces_ev_per_a": [[-0.1, 0.2, 0.1], [0.1, -0.1, -0.1], [0.0, -0.1, 0.0], [0.0, 0.0, -0.2], [0.7, 0.2, 0.0], [0.0, -0.1, 0.0], [0.0, 0.0, 0.2], [-0.2, -0.5, 0.5], [-0.3, 0.2, -0.3], [-0.1, -0.1, -0.2], [-0.7, 1.7, 0.3], [0.5, -0.9, -0.2], [-0.2, 0.1, 0.2], [0.0, -0.1, 0.1], [0.0, -0.4, -0.1], [-0.1, -0.1, 0.0], [0.0, 0.0, 0.1], [0.2, -0.3, 0.0], [0.1, 0.2, -0.1], [0.0, 0.0, -0.1], [0.1, 0.0, 0.0], [-0.1, 0.0, -0.1], [-0.2, 0.1, -0.3], [-0.1, 0.3, 0.2], [0.2, 0.0, 0.3], [-0.1, -0.5, -0.3], [0.1, -0.2, 0.1], [0.1, 0.2, -0.1], [0.0, -0.1, 0.0], [0.1, -0.1, 0.1], [-0.1, 0.0, 0.1], [-0.1, 0.0, -0.1], [0.1, 0.1, 0.1], [-0.1, 0.0, -0.2], [0.0, 0.1, 0.0], [-0.2, 0.0, 0.0], [0.0, 0.0, 0.1], [0.0, 0.0, -0.1]],
  "homo_lumo_gap_ev": 9.666,
  "smiles": "CCCS(=O)(=O)C(=C1NCCN1)S(=O)(=O)CCC",
  "e_lumo_ev": 0.6,
  "homo_ha": -0.33424
}

=====

Entry 4:
{
  "formula": "C10H20N3",
  "method": "ωB97M-V/def2-TZVPD",
  "symbols": ["C", "C", "C", "C", "C", "C", "C", "C", "C", "C", "N", "N", "N", "H", "H", "H", "H", "H", "H", "H", "H", "H", "H", "H", "H", "H", "H", "H", "H", "H", "H", "H", "H"],
  "coordinates": [[1.4163, 1.7972, -0.4067], [1.3903, 0.8510, -1.6652], [-0.8689, 1.4274, 0.6038], [0.6287, 1.1259, 0.6832], [-2.4986, -0.1602, -0.5628], [0.9267, -0.4192, -1.1111], [0.8864, -0.3987, 0.4128], [0.5404, -1.4515, -1.8643], [2.2580, -0.7041, 0.9542], [-0.1528, -1.3517, 1.1266], [-4.1803, -0.6833, 0.7869], [-3.3243, 0.1533, 0.3390], [-1.4182, 0.8250, -0.6722], [2.4346, 2.0857, -0.1293], [0.9814, 2.7450, -0.6478], [0.6023, 1.1945, -2.2486], [2.3675, 0.7800, -2.1788], [-1.3435, 1.0424, 1.4169], [-0.9115, 2.5601, 0.5067], [1.1399, 1.3052, 1.6023], [-2.3721, -1.0662, -1.0481], [-4.2703, -1.6403, 0.4657], [0.2496, -2.2938, -1.2317], [0.5970, -1.5215, -2.9320], [2.6550, -1.4860, 0.3895], [2.0954, -0.9486, 1.9575], [3.0097, 0.0741, 0.8569], [0.4636, -2.3307, 1.0388], [-0.9733, -1.5358, 0.4912], [-0.3659, -1.0538, 2.1535], [-4.6773, -0.3767, 1.5839], [-1.6886, 1.6473, -1.1841], [-0.5815, 0.3421, -1.2955]],
  "forces_ev_per_a": [[0.9, 0.5, -1.2], [2.0, 1.2, 2.0], [3.0, 2.4, -1.8], [0.1, -1.8, -0.8], [0.0, 2.4, 1.3], [0.2, -2.1, -0.1], [-1.2, 1.3, 0.2], [0.1, -0.4, 1.8], [0.1, 1.0, -0.8], [3.7, -1.3, -1.4], [-1.4, -1.2, 0.2], [1.2, 0.4, -0.4], [1.6, -0.3, -1.7], [-0.1, -0.5, 0.2], [-0.4, 0.7, -0.3], [-0.7, 1.0, -2.1], [-0.7, 0.2, 0.0], [-1.8, -0.8, 2.0], [-0.7, -1.5, 0.4], [-0.6, 0.6, 1.1], [0.2, -1.6, -1.0], [0.1, 0.2, 0.0], [-0.2, -0.3, -0.9], [0.0, 0.0, -0.3], [0.7, -1.8, -0.5], [0.4, -0.5, 1.7], [-0.2, 0.4, 0.1], [-1.4, 1.1, 0.9], [-1.3, 0.0, -0.1], [0.0, -0.2, -0.2], [-0.6, 0.0, 0.5], [-0.6, 0.1, -0.7], [-2.4, 0.7, 1.7]],
  "homo_lumo_gap_ev": 10.384,
  "smiles": "C=C1CC[C@@H](C[NH2+]/C=N/N)C1(C)C",
  "charge": 1,
  "e_lumo_ev": -2.5,
  "homo_ha": -0.47461
}